Molecular formula: C5H11N
Method: DFT, ωB97M-V/def2-TZVPD

Each line ends with the Mulliken charge.
Element x y z (Å)
N  -0.801  -0.240  -0.473  -0.286
C  -2.172  -0.147  0.034  -0.314
C  0.186  -0.941  0.299  -0.598
C  2.089  0.829  0.067  -1.017
C  -1.282  1.018  0.091  -0.484
C  1.607  -0.628  -0.207  -0.487
H  3.121  0.979  -0.303  0.344
H  2.288  -1.361  0.288  0.331
H  0.014  -2.000  0.187  0.360
H  -2.954  -0.211  -0.741  0.231
H  1.643  -0.899  -1.259  0.307
H  1.413  1.541  -0.475  0.236
H  -2.481  -0.646  0.979  0.225
H  -1.401  1.864  -0.613  0.223
H  0.080  -0.744  1.379  0.411
H  2.116  1.034  1.146  0.275
H  -0.802  1.338  1.023  0.241

**SMILES string**: CCCN1CC1
**Energy**: -251.8100 Eh
**Spin multiplicity**: 1
**Energy above the lowest of the compared OMol25 structures with the same formula, charge and spin**: 32.94 kcal per mole
**E_HOMO**: -9.090 eV
**M**: 85.2 g/mol